(1)
Below is a structure of composition C19H22BrCl2GeIrN5O6, with properties calculated with the ωB97M-V functional and the def2-TZVPD basis.

Geometry as XYZ:
```
57
Properties=species:S:1:pos:R:3:forces:R:3:mulliken_spin:R:1
Ir 0.645023 0.402918 0.114812 0.079 0.036 -0.165 2.3667
N -2.002094 0.317280 0.822391 -0.112 0.008 -0.104 0.0706
N -2.752599 0.735579 -0.279393 0.024 0.050 0.041 0.0038
C -2.076447 0.784515 -1.489795 -0.064 -0.132 0.016 0.0254
N -2.821459 1.035453 -2.592756 -0.082 0.034 0.062 0.0254
N -0.793848 0.634770 -1.498446 -0.019 0.017 0.058 0.0585
N -0.112303 0.706114 -2.748807 0.013 0.054 0.045 0.4331
O -0.696478 0.189248 -3.773820 0.044 -0.058 -0.077 0.2332
O 1.154878 0.578904 -2.557772 0.067 -0.047 0.024 0.2487
H -2.029544 -0.683155 0.979251 -0.010 -0.041 -0.022 -0.0019
H -2.262660 0.825897 1.656252 -0.035 -0.030 0.018 -0.0050
H -3.690437 0.366903 -0.352050 -0.003 -0.014 -0.003 0.0008
H -3.814250 0.894745 -2.525281 -0.014 0.006 0.017 0.0022
H -2.320507 0.736283 -3.440396 0.044 0.021 -0.023 0.0086
Cl 5.614026 -4.179054 -1.668699 -0.001 0.001 0.001 0.0005
C 4.092913 -3.422051 -1.274882 -0.009 -0.002 0.013 0.0034
C 2.976997 -4.310561 -1.032918 -0.006 0.002 -0.003 -0.0027
C 1.777704 -3.828089 -0.679494 0.012 0.032 -0.006 0.0127
Cl 0.454769 -4.883553 -0.340686 -0.005 -0.008 0.002 0.0001
C 1.558871 -2.386015 -0.486677 0.002 -0.027 0.022 -0.0716
O 0.497326 -1.965878 -0.047361 -0.025 -0.058 -0.050 0.0565
C 2.667877 -1.451190 -0.876425 -0.072 0.039 -0.051 0.0596
C 3.426659 0.904733 -0.586581 -0.042 0.144 0.069 0.0079
O 4.012876 1.806311 0.011458 -0.044 -0.034 -0.019 0.0522
C 3.969972 -2.099168 -1.191240 0.016 -0.013 -0.014 0.0152
H 3.128928 -5.377308 -1.128115 0.003 -0.002 -0.001 -0.0001
H 3.370529 0.938796 -1.691530 0.005 -0.016 -0.016 0.0037
H 4.816438 -1.450516 -1.376834 0.000 0.005 -0.001 -0.0003
C 3.521511 0.815344 3.162899 0.030 -0.004 -0.010 0.0050
Ge 3.525939 -0.607575 1.826354 -0.010 0.050 -0.005 -0.0234
C 5.435368 -1.039910 1.565102 -0.010 -0.005 0.002 0.0115
C 2.629897 -2.197358 2.545705 0.011 -0.003 0.005 0.0018
C 2.748703 -0.212562 0.049593 0.050 -0.033 0.090 0.1961
H 4.125437 0.472440 4.006831 0.000 0.005 0.011 -0.0002
H 2.520855 1.039353 3.520923 -0.063 -0.002 -0.030 -0.0002
H 3.981597 1.711231 2.748169 -0.017 0.001 -0.025 -0.0003
H 5.932475 -1.086290 2.536479 0.001 0.000 0.006 0.0010
H 5.908528 -0.251041 0.978043 0.007 -0.002 -0.001 -0.0006
H 5.583960 -1.996013 1.062127 0.000 -0.009 -0.010 -0.0006
H 3.038335 -2.439259 3.528860 0.007 0.006 0.002 -0.0003
H 2.774848 -3.068656 1.902449 -0.005 -0.007 0.005 0.0006
H 1.563504 -1.997763 2.647833 -0.010 -0.003 0.002 0.0015
H 2.275650 -1.046188 -1.841270 0.016 0.017 -0.017 0.0030
Br -0.042472 6.362739 -1.054746 0.001 -0.002 0.002 -0.0003
C -0.075557 4.878931 0.133995 0.006 0.012 -0.018 -0.0081
C 1.070148 4.128864 0.316081 -0.007 -0.010 0.009 0.0176
C 1.026296 3.037151 1.176980 0.068 0.008 -0.031 0.0623
C -0.150129 2.705928 1.846814 0.020 0.022 0.015 0.0172
C -1.277267 3.501695 1.669655 0.030 0.027 0.008 0.0073
C -1.252570 4.584275 0.806151 0.012 -0.012 0.005 0.0202
C -0.253357 1.462274 2.713920 0.132 -0.014 -0.042 -0.0177
O -1.011883 1.476297 3.678881 -0.072 0.002 -0.001 0.0162
O 0.421809 0.444356 2.307120 0.005 0.057 0.191 0.1202
H 1.989326 4.367183 -0.200729 -0.014 0.018 -0.016 0.0000
H 1.939913 2.479648 1.340730 0.041 -0.081 0.029 -0.0386
H -2.177794 3.260799 2.220863 0.002 -0.008 -0.001 0.0006
H -2.133471 5.192459 0.652637 0.003 0.000 -0.006 0.0011
```
Positions in Å, forces in eV/Å.

Results
Relative energy (zero: lowest compared OMol25 entry of this formula, charge and spin) ... 0.1 kcal per mole
HOMO-LUMO gap (alpha / beta) ... 5.54 / 7.09 eV
Multiplicity ... 5
F_max ... 0.2 eV/A
LUMO energy (alpha / beta) ... 1.708 / 1.705 eV
DFT total energy ... -7137.9573 Ha
⟨S²⟩ ... 6.0154
Total charge ... -1

***

(2)
Below is a structure of composition C4H11N5 in a non-equilibrium geometry, with properties calculated with the ωB97M-V functional and the def2-TZVPD basis.

Geometry as XYZ:
```
20
Properties=species:S:1:pos:R:3:forces:R:3:nbo_charge:R:1
C -0.631088 -0.543486 0.141567 -4.426 1.196 0.155 -0.4855
C 2.443611 -0.639536 -0.736025 0.011 0.490 0.194 -0.4309
N 1.762192 -0.718250 0.550169 -1.937 1.652 0.634 -0.3844
C 0.348927 0.450748 0.557564 2.480 -0.610 -1.035 0.3235
C -2.159421 0.217398 -0.167713 2.687 0.840 -1.358 0.5254
N 2.588308 -0.192966 1.565461 0.769 0.278 0.141 -0.6826
N -3.083817 -0.469788 -0.861072 -0.034 -0.559 0.572 -0.7912
N 0.403270 1.665570 0.721752 -1.203 -0.926 -0.432 -0.6664
N -2.167744 1.533050 -0.152283 1.283 -1.040 0.505 -0.7692
H 2.198250 -0.464829 2.465109 0.031 0.002 -0.257 0.3416
H 2.553000 0.837602 1.531909 0.006 -0.279 0.027 0.3373
H -3.883828 -0.009016 -1.282637 0.197 -0.170 0.295 0.3977
H -3.127232 -1.470054 -0.725437 -0.064 0.189 -0.224 0.4089
H -1.025078 1.951358 0.236850 -0.009 -0.687 0.247 0.4557
H -2.887445 1.981948 -0.718714 0.144 0.113 0.436 0.3768
H -0.824906 -1.260631 0.934319 0.252 -0.283 -0.171 0.2463
H -0.386103 -0.998946 -0.813667 -0.006 -0.199 0.102 0.2466
H 3.405909 -1.165351 -0.700662 -0.206 0.050 0.160 0.2049
H 2.637230 0.404103 -1.032115 0.088 -0.073 -0.060 0.1693
H 1.835967 -1.108925 -1.514373 -0.065 0.017 0.073 0.1762
```
Positions in Å, forces in eV/Å.

Results
Relative energy (zero: lowest compared OMol25 entry of this formula, charge and spin) ... 88.2 kcal per mole
HOMO-LUMO gap ... 7.02 eV
F_max ... 4.6 eV/A
LUMO energy ... 0.135 eV
DFT total energy ... -432.6397 Ha

***

(3)
Below is a structure of composition C18H14F5IN2OTi in a non-equilibrium geometry, with properties calculated with the ωB97M-V functional and the def2-TZVPD basis.

Geometry as XYZ:
```
42
Properties=species:S:1:pos:R:3:forces:R:3:nbo_charge:R:1
C 3.052364 3.695859 0.500962 0.441 0.033 0.045 -0.6175
C 4.069316 2.650102 0.024746 0.026 0.173 0.128 -0.6121
H 2.677844 4.311692 -0.317148 0.019 0.006 -0.041 0.2047
H 3.545646 4.369773 1.209939 -0.179 -0.078 -0.119 0.2403
H 2.190940 3.269927 1.016470 -0.056 -0.161 0.054 0.1812
H 3.649471 1.925683 -0.677467 0.228 0.097 0.232 0.1561
H 4.899880 3.142783 -0.490141 -0.068 -0.120 0.116 0.2323
H 4.477404 2.083764 0.863942 0.041 0.077 -0.012 0.2179
C -2.496896 1.294298 -1.137361 0.449 -0.293 -0.003 0.1093
C -3.700458 1.185542 -1.819238 0.044 0.067 -0.060 -0.2051
C -3.861570 0.135403 -2.726826 -0.032 0.187 0.353 -0.0681
C -2.881084 -0.841947 -2.827125 0.715 -0.287 0.259 -0.1795
H -2.309535 2.095666 -0.420200 -0.023 -0.201 -0.250 0.2525
H -4.500986 1.914888 -1.640618 0.487 -0.322 -0.125 0.2806
H -4.762719 0.055402 -3.324891 0.019 -0.017 0.136 0.2690
H -3.040806 -1.742859 -3.415984 -0.071 0.447 -0.021 0.2524
N -1.483548 0.398307 -1.321779 -0.677 -0.458 -0.407 -0.5598
C -1.682053 -0.704410 -2.122872 -1.223 1.091 0.222 0.1677
C -0.611818 -1.692859 -2.154596 1.269 -1.121 0.102 0.1861
N 0.511842 -1.435842 -1.393444 -0.198 -0.826 -0.603 -0.5885
C 1.554516 -2.327228 -1.403195 -0.557 0.533 -0.232 0.0993
C 0.406118 -3.720188 -3.000519 0.087 0.285 0.374 -0.0645
C 1.539732 -3.442157 -2.233973 0.252 0.061 0.161 -0.2049
H 2.397704 -2.079527 -0.749293 -0.276 -0.189 -0.315 0.2498
H 2.420004 -4.087338 -2.278100 -0.329 0.212 0.104 0.2787
C -0.688532 -2.868847 -2.902911 -0.299 0.584 0.132 -0.1789
H -1.625510 -3.085255 -3.409040 0.410 -0.092 -0.085 0.2515
H 0.366178 -4.585764 -3.656819 0.038 0.100 0.181 0.2723
Ti 0.430922 0.442778 -0.626620 -0.112 0.792 0.765 1.6692
I 1.641472 1.949052 -2.305789 -0.895 -0.617 0.583 0.0627
F -1.196056 -0.938059 6.294662 0.555 0.602 -1.816 -0.2504
C -0.830297 -0.528616 5.052803 -0.443 -0.587 0.977 0.3291
C -1.690196 0.269953 4.299813 -0.820 0.243 0.515 0.2912
F -2.908531 0.564040 4.811627 1.382 -0.007 -0.705 -0.2586
C -1.313144 0.706309 3.029626 -0.755 0.169 -0.442 0.3091
F -2.175973 1.468322 2.307463 0.680 -0.510 0.411 -0.2945
C -0.133258 0.255320 2.422228 -0.292 -0.343 1.553 0.1663
O 0.165950 0.514971 1.137220 0.413 0.124 -1.832 -0.7011
C 0.681088 -0.594114 3.182572 0.373 -0.673 -0.356 0.3069
F 1.744500 -1.163103 2.569902 -0.408 0.464 0.287 -0.2903
C 0.348320 -0.996226 4.473767 0.452 -0.399 0.607 0.2936
F 1.121760 -1.865512 5.158221 -0.665 0.955 -0.871 -0.2560
```
Positions in Å, forces in eV/Å.

Results
Relative energy (zero: lowest compared OMol25 entry of this formula, charge and spin) ... 0.0 kcal per mole
HOMO-LUMO gap (alpha / beta) ... 5.86 / 5.86 eV
F_max ... 2.0 eV/A
LUMO energy (alpha / beta) ... -9.228 / -9.228 eV
DFT total energy ... -2525.0120 Ha
Total charge ... +2

***

Question: Which value of F_max does entry 1 give?
Answer: 0.2 eV/A

***

Question: Which of these has the highest F_max?
Answer: C4H11N5

***

Question: Which of these has the highest relative energy (zero: lowest compared OMol25 entry of this formula, charge and spin)?
Answer: C4H11N5

***

Question: What is the formula in the second record?
Answer: C4H11N5